# 1
A molecular structure, C30H29AsCl3FeN2OS, computed with wB97M-V/def2-TZVPD.

ORCA input file:
```
! RIJCOSX wB97M-V def2-TZVPD def2/J DEFGRID3
* xyz 1 5
As 0.30 -0.89 -0.72
Fe -0.37 1.66 -0.59
Cl -2.29 2.96 -1.37
Cl -7.61 2.08 -0.93
Cl -4.05 -1.73 0.38
S 0.28 4.38 -0.17
O -2.05 0.42 -0.15
N -0.13 1.96 1.67
N 2.03 1.86 -0.14
C 0.33 -1.78 1.00
C -1.01 -2.89 -4.15
C -5.70 0.28 -0.31
C 2.21 1.34 1.22
C 2.60 -2.18 0.22
C -4.39 -0.13 -0.14
C -1.62 -4.04 -3.66
C -0.42 4.44 1.52
C 1.22 1.94 2.22
C 2.73 3.10 -0.46
C 1.58 -2.36 1.27
C -3.66 1.99 -0.92
C 4.77 -2.37 -0.79
C -0.70 -1.85 1.92
C -0.53 -2.20 -1.89
C -4.95 2.43 -1.10
C -1.69 -4.26 -2.30
C 2.08 4.34 0.12
C 3.02 -1.19 -1.95
C -3.30 0.74 -0.38
C 2.16 -1.46 -0.90
C 0.72 -3.13 3.39
C -0.51 -2.54 3.12
C -1.15 -3.35 -1.41
C -0.47 -1.97 -3.26
C -0.95 3.11 2.06
C 4.33 -1.66 -1.90
C 1.76 -3.04 2.47
C 3.91 -2.63 0.27
C -5.98 1.56 -0.77
H 2.05 0.27 1.19
H 4.27 -3.19 1.12
H -1.20 -3.53 -0.34
H -5.17 3.41 -1.49
H 2.71 -3.50 2.69
H 2.38 1.14 -0.78
H 5.01 -1.48 -2.73
H -1.23 5.16 1.47
H -1.03 3.21 3.15
H -2.05 -4.76 -4.35
H 3.77 3.07 -0.12
H -0.63 1.12 1.95
H -0.96 -2.71 -5.21
H -2.17 -5.16 -1.91
H 1.52 2.96 2.48
H 2.67 -0.65 -2.82
H -1.66 -1.39 1.70
H -1.95 2.94 1.67
H -6.50 -0.41 -0.09
H 0.00 -1.07 -3.64
H 2.25 4.43 1.19
H 1.27 1.35 3.14
H 3.23 1.51 1.58
H 2.49 5.23 -0.35
H 0.87 -3.66 4.32
H 0.35 4.87 2.16
H -1.32 -2.61 3.83
H 5.79 -2.73 -0.75
H 2.74 3.19 -1.55
*
```

Atomic partial charges in e from the Löwdin method, atoms 1 to 6: 1.37 0.53 0.79 0.70 0.75 0.88

---

# 2
A molecular structure, C30H29AsFN4O8SbSe4Ti, computed with wB97M-V/def2-TZVPD.

ORCA input file:
```
! RIJCOSX wB97M-V def2-TZVPD def2/J DEFGRID3
* xyz -2 1
Sb -0.49 2.48 5.30
Se -1.13 4.77 4.94
Se 1.48 2.17 6.62
Se 0.69 2.10 2.77
Se -2.33 0.94 5.46
As 2.54 2.58 0.47
Ti 0.78 0.66 0.90
F -1.87 -1.79 -4.78
O -1.69 2.75 -1.83
O -6.58 4.60 4.34
O -0.10 2.18 -0.34
O 4.50 -1.34 0.63
O 0.26 -0.94 2.05
O 1.01 -0.07 -1.10
O 2.58 -0.27 1.06
O -0.44 -3.02 1.52
N -1.26 0.10 0.40
N -4.55 5.26 5.10
N 2.58 -3.67 -2.16
N -3.33 2.44 1.17
C -0.53 -1.81 1.54
C 0.94 -1.95 -2.50
C 1.94 4.42 0.39
C -0.77 -2.23 -4.13
C -1.94 0.79 -0.51
C -2.75 -1.73 0.20
C 2.66 -1.73 -0.78
C 3.44 2.46 -1.28
C 2.88 -5.43 -3.83
C 3.13 -2.93 -1.19
C -3.05 3.72 1.39
C -5.36 4.60 4.25
C -0.26 -3.47 -4.49
C 1.41 -5.32 -4.23
C -4.65 3.87 3.15
C 0.85 -3.98 -3.85
C -1.63 -1.13 0.74
C -3.11 0.29 -1.06
C -3.67 4.48 2.37
C 3.34 -1.05 0.39
C 1.46 -3.20 -2.84
C -4.94 2.54 2.93
C -0.20 -1.46 -3.15
C 1.53 -1.16 -1.42
C -3.52 -0.98 -0.69
C 4.06 2.62 1.67
C -4.24 1.87 1.94
C -1.22 2.03 -0.96
C 2.37 -5.99 -1.39
C 3.06 -5.05 -2.37
H -0.74 -4.03 -5.28
H 4.00 -3.34 -0.69
H -4.43 0.81 1.76
H 3.25 -6.44 -3.98
H -2.28 4.16 0.76
H -0.61 -0.50 -2.87
H -4.98 5.67 5.91
H 4.91 3.11 1.19
H 3.48 -4.76 -4.45
H 2.71 -7.02 -1.55
H 1.19 4.48 -0.41
H 2.78 5.08 0.19
H 4.30 1.59 1.91
H -3.53 5.08 5.11
H -2.97 -2.75 0.46
H 2.59 -5.70 -0.36
H -5.67 2.03 3.54
H 0.84 -6.11 -3.74
H 1.47 4.68 1.34
H 4.13 -5.02 -2.14
H -3.39 5.51 2.53
H 2.68 2.48 -2.07
H 4.14 3.28 -1.44
H 1.30 -5.48 -5.31
H 3.78 3.14 2.58
H -3.64 0.89 -1.78
H -4.42 -1.41 -1.12
H 1.28 -5.96 -1.52
H 3.98 1.51 -1.35
*
```

Atomic partial charges in e from the Löwdin method, atoms 1 to 6: -0.32 -0.15 -0.28 0.22 -0.25 0.98

---

Ordered max |F| results: 1.4; 2.0; unit eV Å⁻¹.
Ordered energy above the lowest of the compared OMol25 structures with the same formula, charge and spin results: 0.00; 35.50; unit kJ/mol.